# 1
# C6H14OSSi

One molecule with the formula C6H14OSSi (the ωB97M-V functional and the def2-TZVPD basis, the OMol25 dataset).

E_HOMO in eV: -9.32
Lowest unoccupied orbital energy in eV: 0.412
Orbital gap in eV: 9.732
SMILES: C[Si](C)(C)/C=C(\S)CO

CARTESIAN COORDINATES (ANGSTROEM)
C (1.098296, 1.689108, 1.023760)
Si (0.734109, 0.027036, 0.007177)
C (0.844622, 0.473690, -1.902118)
C (2.303643, -0.986349, 0.366063)
C (-0.992064, -0.885177, 0.268589)
C (-2.103594, -0.152862, 0.143188)
S (-2.485599, 1.679690, -0.180191)
C (-3.389508, -0.838598, 0.522110)
O (-3.907107, -1.818909, -0.429775)
H (0.389012, 2.372833, 0.791535)
H (1.341647, 1.765056, 2.043149)
H (2.085589, 2.121896, 0.554616)
H (0.321857, 1.197009, -2.380645)
H (1.818946, 1.022146, -2.012950)
H (0.966328, -0.377200, -2.445119)
H (2.282206, -1.786830, 1.133308)
H (2.629833, -1.437931, -0.585190)
H (3.121829, -0.254526, 0.604646)
H (-1.116912, -1.930987, 0.427505)
H (-1.909189, 2.252568, 0.851625)
H (-4.298718, -0.147679, 0.583862)
H (-3.319173, -1.352562, 1.433033)
H (-3.207222, -2.343744, -0.547970)

Forces on atoms 1 to 2 (eV/Å):
C 3.1374 -1.8135 -2.4155
Si 0.2528 0.8270 -0.3014

# 2
# C6H14OSi

One molecule with the formula C6H14OSi (the ωB97M-V functional and the def2-TZVPD basis, the OMol25 dataset).

E_HOMO in eV: -8.57
Lowest unoccupied orbital energy in eV: 0.901
Orbital gap in eV: 9.471
SMILES: CO[SiH2]C(C)=C(C)C

CARTESIAN COORDINATES (ANGSTROEM)
C (-2.356146, -0.736208, 1.309630)
O (-2.341050, 0.401424, 0.529750)
Si (-1.557839, 0.808186, -0.849270)
C (0.442914, 0.633654, 0.024837)
C (0.757026, 1.807563, 0.817447)
C (1.168936, -0.437773, -0.286198)
C (0.708665, -1.767839, -0.868277)
C (2.622483, -0.681743, 0.142122)
H (-1.987896, -0.362028, 2.279348)
H (-1.835159, -1.583872, 0.877575)
H (-3.446377, -1.116089, 1.585405)
H (-2.078040, 2.113761, -1.102301)
H (-1.633898, -0.075165, -2.175708)
H (1.856755, 1.814158, 1.059525)
H (0.537722, 2.665759, 0.241303)
H (0.134594, 1.766165, 1.701228)
H (0.506049, -2.554507, -0.124028)
H (1.534287, -2.117924, -1.498080)
H (-0.125250, -1.579183, -1.483978)
H (3.052470, -1.030892, -0.823294)
H (2.673737, -1.436345, 1.018481)
H (3.013854, 0.229411, 0.398619)

Forces on atoms 1 to 2 (eV/Å):
C -2.0970 -0.4219 1.9386
O -1.5235 0.4213 -1.2843

# 3
# C6H14P2

One molecule with the formula C6H14P2 (the ωB97M-V functional and the def2-TZVPD basis, the OMol25 dataset).

E_HOMO (alpha / beta) in eV: -7.77 / -7.76
Lowest unoccupied orbital energy (alpha / beta) in eV: -1.127 / -1.127
Orbital gap (alpha / beta) in eV: 6.638 / 6.638

CARTESIAN COORDINATES (ANGSTROEM)
C (-1.396304, -0.068064, -0.100561)
C (1.366949, -0.606083, -1.342392)
C (0.726087, 1.621141, -0.522563)
C (2.326458, 0.106194, 0.930364)
C (-0.181377, -0.522809, 0.512942)
C (1.130926, 0.163829, -0.128642)
P (-3.996029, 0.690777, 1.207190)
P (-3.041990, -0.615852, -0.040727)
H (1.595596, -1.709563, -1.062301)
H (2.077224, -0.368662, -2.055414)
H (0.470661, -0.671280, -1.872773)
H (0.219931, 2.206444, 0.293535)
H (0.091189, 1.636651, -1.452748)
H (1.695970, 2.007104, -0.837726)
H (3.285730, 0.581925, 0.625204)
H (1.929109, 0.479092, 1.801170)
H (2.508748, -0.924728, 0.915278)
H (-0.041013, -1.637072, 0.715518)
H (-0.085375, -0.089769, 1.507158)
H (-3.732285, 0.008944, 2.464356)
H (-3.614867, -1.931419, -0.218773)
H (-3.335348, -0.356803, -1.338094)

Forces on atoms 1 to 2 (eV/Å):
C -0.5501 -0.1037 0.4269
C 0.4903 -3.9638 0.7382

# 4
# C6H14S

A 2-piece molecular cluster, C6H14S overall (the ωB97M-V functional and the def2-TZVPD basis, the OMol25 dataset).

E_HOMO in eV: -8.65
Lowest unoccupied orbital energy in eV: 0.930
Orbital gap in eV: 9.577
SMILES: C=C(C)C.CSC

CARTESIAN COORDINATES (ANGSTROEM)
C (-0.170498, -0.688477, 2.216803)
C (-1.202847, -0.900637, 1.361000)
C (-1.064774, -2.081649, 0.500200)
C (-2.389293, -0.033435, 1.316141)
H (-0.230185, 0.230237, 2.671591)
H (0.746457, -1.165696, 2.133462)
H (-0.565827, -1.782833, -0.461460)
H (-0.374562, -2.808276, 0.830251)
H (-2.121165, -2.376342, 0.274162)
H (-2.043923, 0.725783, 0.488777)
H (-3.307533, -0.519469, 1.114320)
H (-2.671588, 0.358349, 2.331279)
C (1.860778, 0.345976, -3.290219)
S (0.832446, 0.820074, -1.664838)
C (1.938166, -0.079244, -0.563473)
H (1.441165, 0.938576, -4.070055)
H (2.842187, 0.552085, -2.970008)
H (1.639188, -0.747945, -3.453532)
H (1.618644, 0.095988, 0.523372)
H (1.908563, -1.269612, -0.609990)
H (3.011917, 0.201011, -0.671413)

Forces on atoms 1 to 2 (eV/Å):
C -2.8334 0.4054 -2.1265
C 2.7232 -1.2364 2.4974

# 5
# C6H14S3

One molecule with the formula C6H14S3 (the ωB97M-V functional and the def2-TZVPD basis, the OMol25 dataset).

E_HOMO in eV: -6.91
Lowest unoccupied orbital energy in eV: 0.706
Orbital gap in eV: 7.619

CARTESIAN COORDINATES (ANGSTROEM)
C (3.217558, -1.835969, 0.209367)
C (1.723984, 0.416990, 0.416709)
C (-1.897566, -0.610061, -0.880959)
C (-2.051797, 1.926753, -0.513885)
C (-0.976473, -0.989277, 1.616081)
C (-1.107381, 0.703681, -0.749721)
S (2.040383, 2.133771, 0.037031)
S (-0.379952, 0.454393, 0.996267)
S (2.198627, -0.703983, -0.864413)
H (2.679909, -1.773556, 1.129064)
H (3.127995, -2.923007, -0.290979)
H (2.093973, 0.290493, 1.430649)
H (-2.717598, -0.762942, -0.196950)
H (-2.349530, -0.525698, -1.804101)
H (-1.293272, -1.528745, -0.936098)
H (-1.614310, 2.513248, 0.232157)
H (-2.998037, 1.642337, -0.299340)
H (-2.153205, 2.444263, -1.532038)
H (-1.366409, -1.844277, 1.112180)
H (-1.110585, -0.864154, 2.631788)
H (-0.188812, 0.732335, -1.299059)
H (0.955014, 2.446826, -0.725988)
H (4.167481, -1.343411, 0.282231)

Forces on atoms 1 to 2 (eV/Å):
C -1.5345 -1.4773 -2.2994
C -2.0385 1.0449 -0.1267

# 6
# C6H14Si

A 2-piece molecular cluster, C6H14Si overall (the ωB97M-V functional and the def2-TZVPD basis, the OMol25 dataset).

E_HOMO (alpha / beta) in eV: -6.33 / -9.67
Lowest unoccupied orbital energy (alpha / beta) in eV: 1.100 / -1.208
Orbital gap (alpha / beta) in eV: 7.428 / 8.463
⟨S²⟩: 2.00
Multiplicity: 3

CARTESIAN COORDINATES (ANGSTROEM)
C (-1.099555, 0.257213, -0.781017)
C (-1.814335, -0.010329, 0.304029)
C (-3.372454, -1.638975, 1.669525)
C (3.276824, -0.465262, -0.548332)
C (2.347885, 2.507054, -1.411047)
C (-1.903199, -1.260914, 1.186067)
Si (2.909661, 1.341209, 0.081135)
H (-1.102159, 1.285726, -1.227610)
H (-0.395716, -0.366031, -1.273589)
H (-2.226423, 0.839892, 0.823248)
H (-3.421003, -1.936226, 2.714882)
H (-3.943711, -2.293743, 1.085374)
H (-3.800121, -0.759206, 1.545333)
H (3.776261, -1.014167, 0.287764)
H (2.427791, -0.984174, -0.828368)
H (4.105119, -0.383896, -1.223325)
H (3.198970, 2.514891, -2.001548)
H (1.582311, 2.020606, -2.045975)
H (2.097253, 3.619315, -1.153952)
H (-1.401675, -2.147874, 0.727511)
H (-1.241723, -1.125108, 2.069893)

Forces on atoms 1 to 2 (eV/Å):
C -0.2069 1.5898 -0.1918
C 0.4979 -0.5834 1.0886

Computed values of total energy (unit: hartree) for the preceding records, in sequence: -999.8495, -601.6711, -919.4793, -635.1021, -1431.4001, -526.3124.
Computed values of maximum force (unit: hartree/bohr) for the preceding records, in sequence: 0.1084, 0.0934, 0.0790, 0.0767, 0.1085, 0.0961.
Computed values of ΔE to the lowest compared entry with this formula, charge and spin (unit: kcal/mol) for the preceding records, in sequence: 21.4, 81.6, 125.5, 33.2, 111.0, 0.0.